(1)
8
Properties=species:S:1:pos:R:3:forces:R:3:nbo_charge:R:1 method="wB97M-V/def2-TZVPD" gap_ev="9.3 / 9.3" e_above_lowest_kcal_mol=122.94 charge=+1
H 0.503 1.673 0.229 -2.11 -0.30 -0.88 0.43
N -0.574 1.378 -0.017 2.98 3.47 1.00 -0.34
C -0.867 0.237 -0.004 -3.74 -4.34 0.20 0.11
C 0.116 -1.042 0.011 -0.91 -2.20 -0.80 -0.04
N 1.188 -0.481 -0.035 1.48 0.85 0.22 0.31
O 1.624 0.605 -0.039 1.33 0.08 -0.01 -0.13
H -1.905 -0.232 0.041 1.06 0.89 -0.27 0.32
H -0.086 -2.138 -0.187 -0.09 1.57 0.54 0.33

=====

(2)
45
Properties=species:S:1:pos:R:3:forces:R:3:nbo_charge:R:1 method="wB97M-V/def2-TZVPD" gap_ev=9.0 e_above_lowest_kcal_mol=6.34
Ir 0.314 0.451 0.362 0.09 0.00 -0.35 1.32
O 6.181 -0.583 -0.227 0.00 -0.01 -0.01 -0.64
C 4.888 -0.230 -0.084 0.13 -0.02 0.00 0.36
C 4.288 0.734 -0.898 -0.01 0.16 0.05 -0.29
C 2.953 0.999 -0.691 -0.09 -0.12 0.20 0.14
N 2.283 0.293 0.207 -0.12 -0.48 -0.34 -0.41
C 2.867 -0.473 1.129 -0.05 0.11 -0.26 0.13
C 4.196 -0.796 0.991 -0.02 0.08 0.13 -0.26
C 1.968 -0.601 2.353 0.28 -0.02 0.23 0.76
O 2.306 -1.248 3.314 -0.08 -0.03 -0.05 -0.59
O 0.936 0.206 2.284 -0.17 0.18 -0.06 -0.67
C 2.127 2.186 -1.166 0.14 0.06 -0.11 0.73
O 2.570 2.951 -1.994 -0.06 -0.03 -0.04 -0.60
O 0.983 2.296 -0.542 -0.09 -0.01 0.35 -0.74
H 6.575 -0.120 -0.975 0.00 0.01 0.00 0.49
H 4.850 1.310 -1.622 -0.02 0.01 -0.01 0.25
H 4.705 -1.407 1.721 -0.02 -0.01 0.01 0.26
O -0.176 0.364 -1.715 0.11 0.14 0.00 -0.67
C -1.492 0.043 -2.205 0.02 -0.08 0.01 -0.07
C -2.350 1.292 -2.277 -0.01 -0.02 -0.01 -0.42
C -2.303 2.110 -0.980 0.07 -0.03 -0.03 -0.46
C -2.689 1.294 0.216 0.00 0.04 0.04 0.26
C -4.020 1.192 0.595 0.01 0.05 0.04 -0.25
C -4.370 0.449 1.706 -0.01 0.00 0.00 -0.14
C -3.368 -0.171 2.431 0.00 0.00 0.01 -0.24
C -2.065 -0.056 1.995 0.00 0.02 0.02 0.08
N -1.727 0.646 0.899 0.01 -0.05 -0.14 -0.46
H 0.118 1.207 -2.096 -0.06 0.03 0.07 0.51
H -1.886 -0.705 -1.519 -0.01 0.05 -0.01 0.21
H -1.379 -0.428 -3.181 0.01 -0.01 0.02 0.21
H -3.372 0.984 -2.513 -0.01 0.03 0.03 0.22
H -2.012 1.925 -3.102 0.00 -0.01 -0.01 0.22
H -2.977 2.963 -1.058 -0.04 -0.03 -0.03 0.23
H -1.299 2.512 -0.834 -0.04 0.03 0.02 0.26
H -4.767 1.715 0.013 0.00 0.00 0.00 0.22
H -5.406 0.364 2.007 0.00 0.01 0.00 0.23
H -3.579 -0.751 3.317 0.00 0.00 0.00 0.23
H -1.247 -0.529 2.517 -0.01 -0.01 0.00 0.26
Cl -2.195 -3.838 0.686 0.01 0.01 0.00 -0.07
C -0.418 -3.784 0.459 -0.02 0.02 0.00 -0.45
C -0.040 -2.441 -0.151 -0.06 0.02 -0.13 0.76
O 0.235 -2.336 -1.328 0.09 -0.06 0.01 -0.64
O -0.091 -1.492 0.735 0.02 0.00 0.34 -0.72
H -0.149 -4.588 -0.216 0.00 0.00 0.00 0.23
H 0.034 -3.910 1.439 0.01 -0.02 -0.01 0.23

=====

(3)
49
Properties=species:S:1:pos:R:3:forces:R:3:nbo_charge:R:1 method="wB97M-V/def2-TZVPD" gap_ev=8.1 smiles="CC(C)c1nn2cccc3c2c1C1=NN(Cc2ccccc2)C(=O)C[C@@H]1C3" e_above_lowest_kcal_mol=86.24
C -1.488 -1.042 4.023 1.31 2.36 1.58 -0.60
C -0.974 -1.479 2.699 1.68 -1.43 -2.38 -0.31
C -1.011 -3.037 2.534 0.33 -0.44 1.14 -0.60
C -1.725 -0.826 1.616 -0.43 0.69 -2.35 0.27
N -3.063 -0.953 1.503 3.00 1.34 -0.15 -0.26
N -3.356 -0.049 0.543 -2.00 0.66 0.12 -0.16
C -4.674 0.283 0.230 -0.42 0.20 -0.58 0.02
C -4.899 1.191 -0.788 1.78 -0.18 1.07 -0.28
C -3.765 1.869 -1.430 0.19 -1.94 1.51 -0.19
C -2.490 1.554 -1.015 -0.92 1.01 0.32 -0.01
C -2.238 0.623 0.063 -7.00 1.67 -4.18 0.13
C -1.147 0.124 0.490 1.08 -3.81 3.97 -0.22
C 0.035 0.737 0.005 2.11 0.81 1.66 0.33
N 1.066 0.482 0.729 0.78 0.67 0.37 -0.27
N 2.096 1.435 0.706 0.39 -0.38 1.13 -0.29
C 3.308 1.130 1.488 0.32 -0.41 -0.55 -0.26
C 4.387 0.844 0.530 4.09 0.06 -1.16 -0.01
C 4.546 -0.444 -0.053 -1.16 1.26 1.10 -0.21
C 5.676 -0.793 -0.747 0.41 -0.78 -1.82 -0.22
C 6.691 0.136 -1.051 -0.42 -1.78 1.00 -0.20
C 6.606 1.350 -0.377 0.70 -2.25 -2.84 -0.22
C 5.527 1.725 0.320 -2.52 -1.02 1.12 -0.20
C 1.915 2.767 0.532 0.89 3.07 -0.84 0.66
O 2.780 3.628 0.845 -1.96 -2.10 -0.53 -0.62
C 0.620 3.174 -0.196 0.45 -2.18 -0.51 -0.48
C 0.066 1.926 -0.955 -0.81 -0.38 -0.16 -0.28
C -1.290 2.153 -1.677 0.39 1.25 0.15 -0.43
H -2.369 -1.475 4.461 -0.62 -0.51 -0.65 0.22
H -0.711 -1.228 4.780 -0.08 0.18 -0.10 0.21
H -1.651 0.079 3.988 0.15 -1.15 0.28 0.21
H 0.107 -1.122 2.362 -1.78 -0.78 1.77 0.25
H -0.275 -3.480 3.280 -1.09 0.35 -0.70 0.21
H -2.028 -3.535 2.631 1.13 0.96 0.19 0.22
H -0.640 -3.323 1.565 0.17 -0.01 -0.49 0.21
H -5.514 -0.220 0.821 1.66 0.70 -0.93 0.24
H -5.893 1.503 -0.976 -0.77 0.10 -0.33 0.22
H -3.906 2.521 -2.271 -0.15 0.33 -0.10 0.22
H 3.300 0.212 2.060 -1.27 -0.13 0.29 0.23
H 3.613 1.937 2.154 -0.48 0.14 -0.21 0.25
H 3.746 -1.194 0.040 0.35 0.41 0.19 0.21
H 5.616 -1.824 -1.162 0.63 0.86 0.14 0.21
H 7.569 -0.158 -1.660 -0.73 0.34 0.46 0.22
H 7.354 1.997 -0.690 1.33 1.70 0.26 0.20
H 5.693 2.707 0.666 -1.11 1.07 1.00 0.22
H -0.079 3.512 0.527 -0.83 0.23 0.88 0.23
H 0.732 3.982 -0.896 0.62 0.31 -0.17 0.24
H 0.750 1.600 -1.753 0.30 0.40 0.38 0.24
H -1.386 3.251 -1.931 -0.20 -1.05 0.54 0.23
H -1.296 1.682 -2.635 0.53 -0.42 -0.89 0.23

=====

(4)
24
Properties=species:S:1:pos:R:3:forces:R:3:nbo_charge:R:1 method="wB97M-V/def2-TZVPD" gap_ev=9.5 smiles="CC=C(C)C.O.O.O" e_above_lowest_kcal_mol=35.82
C -0.371 0.980 0.898 -1.84 -0.33 -0.39 -0.66
C -0.302 0.116 -0.320 2.19 -0.93 0.71 -0.22
C 0.754 -0.023 -1.145 -0.19 0.43 -0.67 0.03
C 0.840 -1.243 -2.027 -1.25 -0.67 -0.26 -0.65
C 1.743 1.052 -1.600 -1.83 1.06 1.64 -0.65
H 0.262 1.858 0.805 -0.24 0.07 0.57 0.23
H -1.456 1.149 1.064 0.34 1.30 -0.43 0.21
H -0.271 0.354 1.794 1.38 0.39 -0.17 0.21
H -0.965 -0.738 -0.241 -0.09 -0.12 -0.37 0.18
H -0.103 -1.217 -2.629 1.01 -0.29 -0.20 0.21
H 0.817 -2.214 -1.516 -0.12 0.35 0.35 0.22
H 1.741 -1.302 -2.631 -0.16 0.40 -0.34 0.22
H 1.502 1.315 -2.627 0.62 -0.46 -0.38 0.22
H 2.758 0.846 -1.349 0.85 -0.54 -0.51 0.23
H 1.553 2.005 -1.089 -0.12 -0.16 0.20 0.21
O 2.323 0.196 3.039 0.04 -0.51 -0.07 -0.93
H 1.771 0.933 3.289 -0.20 0.39 0.11 0.47
H 1.736 -0.568 3.117 0.18 0.11 -0.01 0.47
O -1.682 -1.453 2.072 0.16 0.10 -0.20 -0.92
H -1.824 -0.577 1.682 -0.34 -0.45 0.29 0.47
H -0.889 -1.747 1.604 -0.18 -0.17 0.17 0.46
O -2.892 0.524 -1.655 0.49 0.00 -0.63 -0.92
H -2.579 -0.362 -1.842 -0.48 -0.76 0.39 0.46
H -2.215 0.957 -2.191 -0.20 0.81 0.21 0.46

=====

(5)
8
Properties=species:S:1:pos:R:3:forces:R:3:nbo_charge:R:1 method="wB97M-V/def2-TZVPD" gap_ev=10.4 e_above_lowest_kcal_mol=165.00 charge=+1
C -0.763 -0.755 0.485 2.38 -0.28 1.22 -0.53
N -0.154 0.300 -0.181 -0.36 1.60 -1.03 0.26
O 1.686 1.309 -0.770 2.79 -0.45 1.01 -0.27
O 1.073 0.242 -0.196 -1.11 -0.84 0.53 0.14
H 0.057 -1.460 0.697 -1.09 -0.36 0.77 0.26
H -1.357 -0.273 1.280 0.68 0.10 0.66 0.34
H -1.609 -1.118 -0.003 -1.22 -0.82 -1.81 0.31
H 1.068 1.754 -1.312 -2.08 1.05 -1.34 0.49

=====

(6)
58
Properties=species:S:1:pos:R:3:forces:R:3:nbo_charge:R:1 method="wB97M-V/def2-TZVPD" gap_ev="4.8 / 4.8" e_above_lowest_kcal_mol=32.44 charge=+1
Pd -0.312 0.045 -0.285 -0.82 -0.02 0.05 0.46
C -3.745 5.038 -1.503 0.00 0.01 -0.01 -0.18
C -3.198 4.003 -2.246 -0.01 0.01 0.00 -0.19
C -2.601 2.932 -1.602 0.03 -0.03 -0.05 -0.17
C -2.546 2.897 -0.212 0.12 -0.27 -0.10 -0.43
C -3.101 3.937 0.534 -0.01 -0.05 0.05 -0.13
C -3.699 5.003 -0.115 0.00 0.03 0.03 -0.22
P -1.872 1.418 0.578 0.03 -0.15 0.38 1.18
C -1.012 1.953 2.092 -0.06 -0.07 0.05 -0.41
C -0.374 3.189 2.174 -0.02 0.02 -0.12 -0.22
C 0.398 3.507 3.282 0.03 0.01 0.03 -0.21
C 0.543 2.592 4.313 0.00 0.00 0.01 -0.18
C -0.080 1.354 4.234 0.01 -0.03 0.01 -0.22
C -0.847 1.029 3.128 -0.14 0.06 -0.11 -0.13
C -3.230 0.318 1.039 0.03 0.04 -0.02 -0.38
C -4.409 0.675 1.647 0.33 0.07 -0.05 -0.16
C -5.364 -0.317 1.922 -0.10 -0.20 -0.01 -0.22
C -5.147 -1.616 1.539 -0.12 0.14 0.08 -0.16
C -3.971 -1.999 0.861 0.19 0.18 -0.08 0.02
C -3.766 -3.298 0.346 0.11 -0.07 -0.09 -0.21
C -2.647 -3.563 -0.390 -0.21 -0.15 0.06 -0.20
C -1.658 -2.580 -0.602 0.37 0.14 -0.14 -0.26
C -1.787 -1.319 -0.081 0.26 0.08 -0.05 -0.12
C -2.976 -1.014 0.629 -0.31 0.22 0.08 -0.11
H -4.209 5.877 -2.003 -0.01 0.01 -0.01 0.23
H -3.235 4.030 -3.327 0.01 0.00 -0.01 0.23
H -2.165 2.127 -2.182 -0.02 0.00 0.03 0.23
H -3.073 3.915 1.616 0.03 0.00 0.03 0.22
H -4.133 5.808 0.463 0.00 0.01 0.00 0.23
H -0.478 3.913 1.375 -0.07 0.00 0.00 0.22
H 0.881 4.473 3.341 0.00 0.02 0.00 0.23
H 1.139 2.844 5.180 0.02 0.00 0.01 0.23
H 0.036 0.636 5.035 -0.01 0.00 0.01 0.23
H -1.323 0.057 3.068 0.00 0.02 -0.01 0.22
H -4.608 1.705 1.911 0.01 0.02 0.02 0.22
H -6.284 -0.047 2.421 -0.01 0.00 0.00 0.23
H -5.904 -2.368 1.727 -0.02 -0.01 0.01 0.22
H -4.516 -4.060 0.512 -0.01 -0.02 0.01 0.22
H -2.501 -4.547 -0.818 -0.01 -0.02 0.00 0.22
H -0.782 -2.855 -1.184 -0.11 0.05 0.11 0.22
Se 4.522 0.027 1.069 0.26 -0.79 0.02 -0.34
Te 5.170 -2.219 1.545 -0.80 0.69 -0.11 0.41
Te 2.744 -3.421 1.076 1.16 -1.28 0.59 0.48
Se 1.624 -1.651 0.195 -0.34 1.52 -0.63 -0.46
N 1.202 1.637 -0.572 0.13 -0.32 -0.09 -0.86
C 0.871 2.547 -1.632 -0.21 0.22 -0.41 0.21
C 0.800 3.912 -1.386 0.00 -0.16 0.03 -0.28
C 0.438 4.778 -2.404 -0.05 0.06 -0.13 -0.17
C 0.152 4.290 -3.670 0.02 0.08 0.07 -0.22
C 0.226 2.927 -3.915 0.00 -0.10 -0.03 -0.19
C 0.579 2.049 -2.902 0.15 0.00 0.27 -0.28
H 1.390 2.148 0.284 -0.02 -0.06 0.12 0.41
H 2.051 1.131 -0.808 0.18 -0.05 0.09 0.41
H 1.028 4.299 -0.399 0.05 -0.01 0.01 0.21
H 0.386 5.840 -2.206 -0.01 0.03 0.00 0.23
H -0.119 4.970 -4.465 -0.02 0.02 -0.02 0.23
H 0.003 2.540 -4.900 0.02 0.00 -0.02 0.23
H 0.634 0.980 -3.096 -0.02 0.12 0.05 0.22

=====

(7)
49
Properties=species:S:1:pos:R:3:forces:R:3:nbo_charge:R:1 method="wB97M-V/def2-TZVPD" s_squared=2.330 multiplicity=3 gap_ev="6.0 / 6.6" e_above_lowest_kcal_mol=0.00
O -0.902 -0.590 -3.562 1.92 -0.88 -0.40 -0.74
H -0.525 -1.274 -4.136 -0.02 0.37 0.42 0.50
Ti 0.841 0.141 0.072 0.23 -0.80 0.67 1.36
N 1.943 -1.497 -0.728 -0.42 -1.73 0.19 -0.08
N -0.248 -1.628 0.321 0.55 -1.52 -0.79 -0.19
N 1.228 2.278 0.214 -0.15 0.83 0.14 -0.29
N -0.874 1.053 0.771 0.05 0.63 0.14 -0.28
O 3.177 -1.267 -0.934 0.00 0.24 -0.57 -0.51
O 2.306 3.088 -0.222 0.85 -0.62 -0.56 -0.59
O -2.132 0.496 0.699 -0.13 -0.70 0.46 -0.60
O -1.155 -1.748 1.289 -1.00 0.05 0.24 -0.70
C 0.086 -2.780 -0.336 -0.75 2.13 1.29 0.16
C 1.368 -2.726 -0.909 0.99 1.67 -0.32 0.04
C 0.287 3.046 0.777 0.90 -0.89 -0.32 0.15
C -0.859 2.338 1.200 0.12 -0.71 -0.81 0.12
C 2.060 -3.864 -1.563 0.09 -0.28 -0.07 -0.66
H 1.808 -3.921 -2.631 0.16 -0.01 0.12 0.21
H 1.740 -4.806 -1.104 0.19 0.11 -0.12 0.21
H 3.145 -3.765 -1.462 -0.17 0.05 -0.04 0.25
C -0.812 -3.954 -0.254 0.01 -0.74 0.01 -0.66
H -1.793 -3.740 -0.701 0.20 0.08 0.26 0.23
H -0.972 -4.255 0.790 -0.06 0.15 -0.25 0.24
H -0.387 -4.809 -0.794 -0.09 0.18 0.11 0.21
C 0.522 4.502 0.882 -0.69 0.82 0.64 -0.66
C -1.997 2.930 1.942 -0.36 0.50 0.25 -0.66
H 0.938 4.937 -0.035 -0.06 -0.28 0.30 0.24
H 1.201 4.723 1.720 -0.03 0.06 -0.31 0.23
H -0.434 5.000 1.093 0.27 -0.02 0.00 0.22
H -2.667 2.152 2.316 0.15 0.09 -0.20 0.25
H -2.581 3.617 1.314 0.00 -0.16 0.14 0.22
H -1.635 3.510 2.802 -0.05 -0.05 -0.18 0.21
H 2.970 2.486 -0.623 -0.73 0.28 0.50 0.48
H -1.914 -0.493 0.933 -0.26 0.43 0.13 0.50
C -2.259 -0.458 -3.805 -1.57 0.40 -0.24 -0.24
H -2.596 -1.175 -4.562 0.00 0.20 0.12 0.18
H -2.450 0.565 -4.158 -0.20 -0.31 0.08 0.18
H -2.803 -0.644 -2.878 -0.13 0.10 -0.05 0.20
O 0.628 0.570 -1.818 -1.34 0.24 -3.60 -0.92
H 0.032 0.046 -2.509 1.03 0.95 1.27 0.54
H 0.630 1.509 -2.097 -0.01 -0.66 0.34 0.50
C 2.870 0.018 3.884 0.04 0.06 0.26 -0.70
C 1.809 -0.367 2.902 -0.49 0.09 -2.05 0.71
N 0.692 -0.942 3.326 0.40 0.03 0.55 -0.76
O 1.959 -0.121 1.657 0.89 -0.31 3.09 -0.66
H 2.578 -0.240 4.910 0.11 0.06 -0.25 0.22
H 3.031 1.101 3.822 0.00 -0.25 -0.05 0.25
H 3.811 -0.487 3.642 -0.23 0.12 -0.06 0.26
H -0.042 -1.276 2.681 -0.19 0.09 -0.36 0.46
H 0.576 -1.088 4.315 -0.04 -0.07 -0.12 0.39

=====

(8)
72
Properties=species:S:1:pos:R:3:forces:R:3:lowdin_charge:R:1 method="wB97M-V/def2-TZVPD" gap_ev="3.5 / 3.6" e_above_lowest_kcal_mol=13.07 charge=-1
Ti -0.112 -0.641 -0.408 1.29 0.13 -0.48 1.09
C -1.516 -0.420 -2.241 -0.30 0.08 -0.30 -0.26
C -2.563 0.476 -1.847 0.12 0.14 -0.08 -0.17
C -3.604 -0.269 -1.328 0.00 -0.13 0.10 -0.17
C -3.256 -1.645 -1.404 -0.01 0.11 0.01 -0.16
C -1.998 -1.742 -1.993 -0.05 -0.07 0.06 -0.19
H -0.758 -0.175 -2.980 0.08 -0.03 0.14 0.10
H -2.521 1.556 -1.916 0.00 -0.01 -0.02 0.08
H -4.501 0.134 -0.879 -0.07 0.00 0.01 0.08
H -3.849 -2.472 -1.039 -0.04 -0.04 0.01 0.08
H -1.478 -2.653 -2.258 -0.01 0.03 0.08 0.09
C 3.724 3.396 -4.333 0.00 0.01 0.04 -0.12
O 4.052 2.080 -4.696 -0.08 -0.07 0.06 -0.11
C 3.409 1.073 -3.995 0.03 0.10 -0.03 -0.29
C 3.691 -0.239 -4.406 -0.01 0.03 0.01 -0.04
C 3.104 -1.300 -3.776 -0.09 -0.12 0.13 -0.03
C 2.190 -1.170 -2.679 0.45 0.08 -0.55 -0.13
C 1.638 -2.281 -2.024 -0.54 0.09 0.71 -0.38
C 1.859 -3.713 -2.375 0.22 -0.23 -0.11 -0.04
O 0.809 -2.114 -0.985 0.19 -0.09 -0.52 -0.21
C 1.913 0.182 -2.320 -0.41 0.02 0.55 -0.31
O 1.062 0.460 -1.321 0.06 0.15 -0.44 -0.22
C 2.526 1.272 -2.960 0.18 -0.07 -0.17 0.03
H 4.290 4.055 -4.989 0.00 -0.02 0.00 0.08
H 3.997 3.609 -3.293 0.00 -0.01 0.00 0.09
H 2.654 3.594 -4.456 -0.01 0.00 -0.01 0.09
H 4.374 -0.395 -5.229 0.04 0.01 -0.04 0.10
H 3.353 -2.292 -4.127 0.01 -0.02 -0.02 0.09
H 2.684 -3.852 -3.072 0.03 -0.01 -0.01 0.05
H 0.976 -4.184 -2.824 -0.07 0.09 -0.01 0.08
H 2.092 -4.297 -1.479 -0.01 0.05 0.05 0.08
H 2.261 2.257 -2.610 -0.05 0.09 0.05 0.10
C -0.766 2.657 1.987 -0.01 0.06 0.03 -0.11
N 0.099 2.354 0.870 0.13 -0.10 -0.06 -0.27
C -0.046 3.347 -0.170 0.01 0.03 -0.01 -0.09
C 1.489 2.169 1.249 -0.12 0.04 0.05 -0.19
C 1.727 0.942 2.115 0.14 -0.08 0.08 -0.18
N 1.663 -0.358 1.428 -0.19 -0.06 -0.12 -0.27
C 2.912 -0.609 0.696 0.01 0.12 0.09 -0.07
C 1.527 -1.410 2.435 -0.02 -0.02 0.04 -0.09
H -0.464 3.581 2.516 0.02 -0.01 -0.03 0.09
H -0.785 1.839 2.703 -0.01 -0.03 0.03 0.07
H -1.784 2.788 1.624 -0.02 -0.02 -0.01 0.09
H 0.264 4.356 0.163 0.01 -0.02 -0.01 0.08
H -1.088 3.397 -0.490 0.00 -0.01 0.03 0.08
H 0.551 3.057 -1.030 0.08 -0.03 -0.09 0.07
H 1.864 3.050 1.809 -0.01 -0.02 0.00 0.12
H 2.083 2.095 0.339 -0.03 -0.02 -0.06 0.11
H 1.006 0.915 2.932 -0.05 0.04 -0.03 0.11
H 2.719 1.038 2.590 -0.04 0.02 -0.02 0.12
H 3.757 -0.632 1.402 0.01 -0.02 -0.03 0.09
H 3.082 0.165 -0.045 0.03 0.06 0.00 0.08
H 2.843 -1.557 0.170 0.02 -0.04 0.01 0.09
H 2.389 -1.409 3.123 -0.02 0.00 -0.03 0.09
H 1.458 -2.378 1.940 -0.02 0.04 0.03 0.09
H 0.620 -1.253 3.020 0.01 -0.04 -0.04 0.08
O -1.014 -2.180 1.098 -0.04 -0.03 0.13 0.00
C -1.652 -1.185 1.471 -0.55 0.01 0.27 -0.59
O -1.451 -0.030 0.967 -0.38 -0.11 0.67 -0.10
C -2.696 -1.293 2.550 0.13 -0.07 -0.17 -0.09
C -2.868 -2.502 3.213 -0.05 0.00 0.01 0.01
C -3.835 -2.639 4.201 -0.02 0.23 -0.05 -0.05
C -4.638 -1.553 4.526 0.18 -0.19 -0.07 -0.01
C -4.434 -0.369 3.842 -0.73 0.84 0.35 -0.12
C -3.490 -0.193 2.857 0.17 -0.32 -0.03 0.07
N -5.311 0.809 4.205 0.43 -0.46 -0.20 -0.34
O -6.091 0.662 5.132 0.20 0.20 -0.34 0.05
O -5.174 1.826 3.551 -0.18 -0.30 0.36 0.07
H -2.236 -3.331 2.925 0.02 -0.01 -0.01 0.12
H -3.969 -3.581 4.715 0.00 -0.02 -0.01 0.10
H -5.402 -1.615 5.284 -0.02 0.04 0.01 0.11
H -3.363 0.739 2.328 -0.03 0.00 0.01 0.13